Density functional theory data (the ωB97M-V functional and the def2-TZVPD basis) for a molecular structure, C17H24AgF5N3O2V at a distorted geometry.

Positions of all 53 atoms, in Å:
N (1.77491, -0.26217, -0.35491)
C (2.90125, -0.57137, -0.05682)
O (3.95123, -0.55103, 0.59562)
Ag (4.09005, -1.92110, -1.14121)
V (-0.04887, 0.08401, -0.25261)
N (-0.86887, -1.37556, -1.00520)
N (-0.11379, 1.52342, -1.38484)
C (-0.49374, -2.66484, -1.60257)
C (0.25735, 2.88793, -0.93913)
C (0.41713, -2.40202, -2.79640)
C (-1.71776, -3.44768, -2.07409)
C (0.25102, -3.49905, -0.56006)
C (0.51828, 3.81330, -2.11948)
C (-0.89524, 3.44344, -0.10458)
C (1.50028, 2.80484, -0.05391)
H (-0.09590, -1.77832, -3.54013)
H (0.67430, -3.36092, -3.26407)
H (1.35034, -1.89986, -2.51518)
H (-2.35973, -3.73111, -1.23234)
H (-1.37941, -4.36500, -2.56744)
H (-2.29540, -2.86744, -2.80315)
H (1.16957, -3.00622, -0.21709)
H (0.51866, -4.47163, -0.99000)
H (-0.38964, -3.67146, 0.31345)
H (1.29493, 3.40242, -2.77351)
H (0.86547, 4.78148, -1.74255)
H (-0.39107, 3.99191, -2.70406)
H (-1.82541, 3.44473, -0.68431)
H (-0.67785, 4.47079, 0.20770)
H (-1.04833, 2.84343, 0.80304)
H (1.31840, 2.20651, 0.85046)
H (1.77684, 3.82159, 0.25125)
H (2.34128, 2.37074, -0.60395)
C (-0.96514, 1.38325, -2.55866)
H (-1.12667, 0.31692, -2.76362)
H (-1.96102, 1.85371, -2.45452)
H (-0.47575, 1.83626, -3.43354)
C (-2.20865, -1.19898, -0.43868)
H (-2.52285, -2.05449, 0.17909)
H (-2.21299, -0.29500, 0.20974)
H (-2.97010, -1.05791, -1.22173)
F (0.35692, -0.59271, 6.79634)
C (0.25973, -0.34002, 5.48004)
C (-0.38564, 0.82163, 5.04690)
F (-0.91354, 1.67918, 5.94867)
C (-0.47279, 1.09286, 3.70131)
F (-1.05886, 2.23548, 3.25412)
C (0.05947, 0.18733, 2.76035)
O (-0.05941, 0.47140, 1.47236)
C (0.72296, -0.97548, 3.21154)
F (1.29008, -1.82755, 2.30991)
C (0.82005, -1.23632, 4.55901)
F (1.45393, -2.34331, 5.00346)

Forces on atoms 1 to 2 (eV/Å):
2.2696 -1.6085 -0.7040
-1.4555 3.2612 3.5412

- orbital gap (alpha / beta) (eV) = 5.70 / 5.71
- energy above the lowest of the compared OMol25 structures with the same formula, charge and spin (eV) = 0.3001
- strongest force on any atom (Eh/bohr) = 0.0978
- total charge = +2


Density functional theory data (the ωB97M-V functional and the def2-TZVPD basis) for 5 unconnected molecules or ions with the total composition C21H37BrN2O4.

Positions of all 65 atoms, in Å:
C (2.58522, -1.10096, 0.46675)
C (2.22521, -1.90311, -0.78896)
C (1.92612, -3.38483, -0.55444)
Br (3.64938, -4.25888, -0.11624)
C (0.91340, -3.64020, 0.57541)
C (1.00599, -5.02011, 1.09356)
N (1.08997, -6.09061, 1.49678)
C (-0.56883, -3.37393, 0.16984)
C (-0.84686, -3.80107, -1.20808)
N (-0.96981, -4.01513, -2.32934)
C (-0.95199, -1.89335, 0.36420)
C (-2.36199, -1.58767, -0.16163)
H (3.13251, -0.20050, 0.19913)
H (1.66547, -0.77819, 0.95817)
H (3.18339, -1.70677, 1.14668)
H (1.39210, -1.46485, -1.34189)
H (3.07968, -1.85413, -1.46628)
H (1.62659, -3.84421, -1.49071)
H (1.12099, -3.00087, 1.43448)
H (-1.20589, -3.96231, 0.83378)
H (-0.23619, -1.25478, -0.15061)
H (-0.89223, -1.65968, 1.42312)
H (-2.95257, -2.50364, -0.23551)
H (-2.33103, -1.14154, -1.15622)
H (-2.87514, -0.88846, 0.49220)
C (1.93488, 3.01825, -2.74860)
C (1.03121, 1.83901, -2.48208)
O (1.12661, 1.18759, -1.46508)
C (0.01135, 1.51312, -3.54148)
H (2.62185, 3.14716, -1.91491)
H (2.50596, 2.85103, -3.66298)
H (1.33969, 3.92469, -2.86773)
H (0.50593, 1.28819, -4.48311)
H (-0.65733, 2.35894, -3.69528)
H (-0.56994, 0.64839, -3.22373)
C (-1.43431, 1.57222, 4.15024)
C (-2.38745, 0.76988, 3.30708)
O (-2.01150, -0.16045, 2.62573)
C (-3.84215, 1.17102, 3.34591)
H (-0.42706, 1.18299, 4.03087)
H (-1.45106, 2.61821, 3.84144)
H (-1.71615, 1.51168, 5.19843)
H (-3.95338, 2.20142, 3.00507)
H (-4.22305, 1.09451, 4.36534)
H (-4.42130, 0.51572, 2.69863)
C (1.08621, 0.51266, 7.46615)
C (1.13439, 1.93759, 6.97028)
O (0.20659, 2.43080, 6.37076)
C (2.39528, 2.71539, 7.25574)
H (0.13237, 0.06385, 7.19792)
H (1.89322, -0.06736, 7.01582)
H (1.19947, 0.48978, 8.55103)
H (3.25283, 2.22004, 6.79773)
H (2.55911, 2.77876, 8.33258)
H (2.30306, 3.71944, 6.84844)
C (-1.26823, 0.15172, -7.28498)
C (-1.04839, 1.64274, -7.37068)
O (-0.64672, 2.27945, -6.42336)
C (-1.35406, 2.30092, -8.69384)
H (-1.01513, -0.20035, -6.28738)
H (-2.31310, -0.08458, -7.49148)
H (-0.64079, -0.36170, -8.01514)
H (-2.40232, 2.14731, -8.95459)
H (-0.72962, 1.87086, -9.47843)
H (-1.15580, 3.36787, -8.62369)

Forces on atoms 1 to 2 (eV/Å):
-0.6330 -0.1018 -0.3000
0.4511 0.0004 -0.1524

- orbital gap (eV) = 10.10
- strongest force on any atom (Eh/bohr) = 0.0160
- structure (SMILES) = CC[C@@H](Br)[C@H](C#N)[C@H](C#N)CC.CC(C)=O.CC(C)=O.CC(C)=O.CC(C)=O


Question: The highest strongest force on any atom belongs to which entry?
Answer: C17H24AgF5N3O2V